The following is a quantum chemistry calculation of C52H63N2OPPtSb as an isolated structure at a distorted geometry, from the Open Molecules 2025 dataset.

Computed properties:
E_tot, eV: -79022.039
Highest occupied orbital energy (spin up / spin down), eV: -15.5 / -15.5

Geometry as ORCA input:
```
! wB97M-V def2-TZVPD RIJCOSX def2/J DEFGRID3
* xyz 3 1
Pt -0.789 0.129 0.129
C 1.865 -0.700 4.910
C 0.350 -0.499 4.799
C -0.308 -0.781 6.156
C 0.075 0.922 4.297
C 0.411 1.964 5.154
C 0.353 3.287 4.755
C -0.023 3.601 3.462
C -0.385 2.601 2.577
C -0.852 2.953 1.199
C 0.036 3.988 0.527
C -2.322 3.346 1.142
C -0.385 1.276 3.009
N -1.025 0.244 2.169
C -1.855 -0.475 2.822
C -2.565 -1.661 2.422
C -3.330 -2.305 3.371
C -4.020 -3.478 3.060
C -3.941 -4.014 1.765
C -3.208 -3.377 0.799
C -2.507 -2.179 1.112
N -1.823 -1.539 0.173
C -1.797 -1.882 -1.211
C -2.852 -1.369 -2.023
C -2.777 -1.645 -3.379
C -1.741 -2.398 -3.920
C -0.785 -2.966 -3.090
C -0.798 -2.759 -1.720
C 0.169 -3.635 -0.920
C -0.492 -4.999 -0.647
C 0.772 -3.108 0.379
C -4.134 -0.648 -1.560
C -4.097 0.315 -0.362
C -5.246 -1.688 -1.345
H 2.095 -1.744 5.145
H 2.273 -0.077 5.711
H 2.373 -0.426 3.993
H -0.033 -1.230 4.090
H 0.196 -0.242 6.960
H -0.237 -1.845 6.392
H -1.365 -0.495 6.174
H 0.742 1.728 6.159
H 0.619 4.077 5.448
H -0.076 4.640 3.161
H -0.769 1.997 0.622
H -0.093 4.966 0.996
H -0.219 4.088 -0.525
H 1.084 3.720 0.598
H -2.466 4.280 1.691
H -2.968 2.588 1.594
H -2.645 3.509 0.108
H -2.057 -0.149 3.839
H -3.385 -1.894 4.375
H -4.620 -3.971 3.816
H -4.465 -4.932 1.525
H -3.154 -3.766 -0.211
H -3.569 -1.282 -4.029
H -1.710 -2.586 -4.989
H -0.029 -3.620 -3.513
H 0.992 -3.823 -1.601
H -1.289 -4.912 0.096
H 0.252 -5.694 -0.250
H -0.911 -5.436 -1.557
H 0.122 -3.275 1.244
H 1.000 -2.051 0.329
H 1.708 -3.631 0.577
H -4.447 -0.063 -2.418
H -4.256 -0.200 0.589
H -4.901 1.046 -0.464
H -3.170 0.877 -0.300
H -5.076 -2.277 -0.443
H -5.328 -2.368 -2.195
H -6.205 -1.178 -1.233
C -2.774 2.191 -3.181
P -1.005 2.251 -3.058
C -0.584 3.978 -2.980
C -0.415 1.695 -4.648
O -0.425 1.428 -1.889
H -3.100 2.876 -3.972
H -3.239 2.493 -2.240
H -3.077 1.181 -3.442
H -0.844 4.435 -3.940
H 0.489 4.103 -2.808
H -1.148 4.484 -2.195
H -0.995 2.190 -5.434
H -0.538 0.613 -4.738
H 0.635 1.965 -4.780
C 4.302 4.688 -1.527
C 3.907 3.926 -2.621
C 3.153 2.773 -2.432
C 2.820 2.389 -1.132
C 3.228 3.141 -0.029
C 3.972 4.292 -0.233
Sb 1.938 0.538 -0.733
C 2.210 -0.705 -2.394
C 2.813 -1.943 -2.172
C 3.144 -2.744 -3.260
C 2.860 -2.319 -4.554
C 2.237 -1.093 -4.769
C 1.900 -0.290 -3.689
C 3.474 -0.249 0.490
C 4.767 0.003 0.021
C 5.844 -0.583 0.675
C 5.633 -1.402 1.781
C 4.344 -1.639 2.243
C 3.258 -1.056 1.600
H 4.880 5.591 -1.682
H 4.196 4.221 -3.623
H 2.874 2.173 -3.289
H 3.010 2.817 0.983
H 4.306 4.876 0.618
H 3.058 -2.273 -1.171
H 3.634 -3.698 -3.096
H 3.128 -2.944 -5.398
H 2.019 -0.763 -5.779
H 1.406 0.654 -3.856
H 4.947 0.636 -0.843
H 6.850 -0.397 0.317
H 6.478 -1.854 2.286
H 4.181 -2.284 3.101
H 2.257 -1.238 1.962
*
```